ORCA calculation (wB97M-V/def2-TZVPD) on one molecule with the formula C6H12O6 in a non-equilibrium geometry.

As for the spin multiplicity: 1. The HOMO-LUMO gap is 9.2 eV. For the calculated total energy, the calculation gives -687.0333 a.u. The relative energy (zero: lowest compared OMol25 entry of this formula, charge and spin) is 575.63 kJ/mol. The HOMO energy comes out at -8.59 eV. The SMILES is OC[C@H]1O[C@](O)(CO)[C@@H](O)[C@@H]1O. For the largest force on an atom, the calculation gives 15.8 eV/Å.

Structure (XYZ):
```
24
Properties=species:S:1:pos:R:3:forces:R:3
O 2.275 1.487 -0.645 1.0 2.3 -1.6
C 2.476 0.825 0.503 -4.2 2.2 4.0
H 3.324 0.220 0.495 1.4 -1.2 0.4
C 1.109 0.030 0.875 -0.2 -0.2 -2.8
H 1.164 -0.418 1.799 -0.1 0.3 3.0
C 0.746 -1.281 0.102 3.2 1.6 -2.2
O 1.048 -2.459 0.962 -0.9 0.5 -4.4
H 0.807 -3.090 0.196 0.7 0.3 2.4
H 1.333 -1.141 -0.980 -0.7 -1.4 2.5
C -0.659 -1.141 -0.323 -1.8 2.7 2.5
O -1.091 -1.480 -1.514 -1.0 -2.7 -5.1
H -0.929 -0.948 -2.335 0.3 -0.1 1.9
H -1.274 -1.760 0.353 0.0 0.7 0.4
C -0.898 0.516 -0.232 -6.4 -8.5 0.1
O -0.113 0.874 0.646 6.7 3.2 8.3
O -0.570 0.899 -1.392 -0.8 -3.5 -7.4
H -0.266 1.708 -1.363 2.4 6.8 0.0
C -2.402 0.791 0.125 5.3 6.6 -10.4
O -2.644 0.529 1.255 -3.5 -3.6 14.9
H -2.108 0.776 2.061 -0.4 0.0 -2.2
H -2.487 1.933 -0.145 0.3 -0.6 0.3
H -3.156 0.466 -0.517 -0.7 -1.6 -1.6
H 2.499 1.739 1.294 0.5 -2.5 -1.2
H 1.818 0.924 -1.220 -1.0 -1.2 -1.8
```
Positions in Å, forces in eV/Å.

Atom charges from the Mulliken analysis, given in e for atoms 1 to 2:
1. O -0.4762
2. C -0.5763